(1)
{"formula": "C50H67FN5S3SbTi", "method": "ωB97M-V with the def2-TZVPD basis set", "elements": ["Ti", "C", "C", "C", "C", "C", "C", "N", "C", "C", "C", "C", "C", "C", "N", "N", "C", "C", "C", "C", "C", "N", "H", "H", "H", "H", "H", "H", "H", "H", "H", "H", "H", "H", "H", "C", "C", "S", "C", "C", "S", "C", "C", "S", "H", "H", "H", "H", "H", "H", "H", "H", "H", "H", "H", "H", "C", "C", "C", "C", "C", "C", "C", "C", "C", "C", "C", "C", "N", "C", "C", "C", "C", "C", "C", "F", "H", "H", "H", "H", "H", "H", "H", "H", "H", "H", "H", "H", "H", "H", "H", "H", "H", "H", "H", "H", "H", "C", "C", "C", "Sb", "C", "C", "C", "C", "C", "C", "H", "H", "H", "H", "H", "H", "H", "H", "H", "H", "H", "H", "H", "H", "H", "H", "H", "H", "H", "H", "H"], "positions_angstrom": [[0.865, -0.130, -0.552], [-0.773, 1.475, -5.875], [0.152, 2.039, -5.012], [0.575, 1.349, -3.881], [0.080, 0.081, -3.582], [-0.893, -0.456, -4.436], [-1.297, 0.223, -5.571], [0.556, -0.653, -2.473], [0.766, -2.026, -2.680], [0.945, -2.682, -3.901], [1.143, -4.051, -3.928], [1.159, -4.796, -2.751], [0.994, -4.164, -1.533], [0.823, -2.784, -1.507], [0.653, -2.012, -0.368], [0.345, -2.674, 0.787], [-0.042, -1.793, 1.670], [-0.422, -2.191, 2.995], [-0.888, -1.270, 3.867], [-0.994, 0.093, 3.459], [-0.598, 0.425, 2.206], [-0.112, -0.465, 1.290], [-1.089, 2.003, -6.764], [0.572, 3.014, -5.229], [1.342, 1.779, -3.251], [-1.314, -1.425, -4.204], [-2.041, -0.223, -6.220], [0.915, -2.128, -4.829], [1.281, -4.546, -4.882], [1.302, -5.868, -2.787], [0.986, -4.714, -0.603], [-0.320, -3.238, 3.245], [-1.180, -1.561, 4.868], [-1.379, 0.855, 4.121], [-0.659, 1.447, 1.871], [-5.424, -2.150, -1.945], [-4.032, -2.658, -2.295], [-2.649, -1.894, -1.424], [-3.108, -2.190, 0.299], [-3.736, -1.037, 1.120], [-3.540, 0.640, 0.467], [-5.241, 1.170, 0.126], [-6.187, 0.205, -0.578], [-5.684, -0.374, -2.219], [-5.655, -2.370, -0.902], [-6.154, -2.693, -2.549], [-3.822, -2.495, -3.354], [-4.008, -3.738, -2.131], [-2.183, -2.508, 0.775], [-3.770, -3.058, 0.325], [-3.286, -1.045, 2.113], [-4.803, -1.203, 1.263], [-5.116, 2.069, -0.482], [-5.717, 1.484, 1.058], [-7.146, 0.716, -0.690], [-6.387, -0.669, 0.040], [4.792, -1.916, 2.124], [3.640, -2.345, 1.206], [3.189, -3.748, 1.618], [4.030, -2.266, -0.263], [4.820, -3.274, -0.803], [5.241, -3.233, -2.121], [4.873, -2.170, -2.924], [4.085, -1.134, -2.430], [3.745, 0.040, -3.328], [4.804, 1.146, -3.264], [3.526, -0.364, -4.785], [3.657, -1.193, -1.095], [2.882, -0.114, -0.537], [3.649, 0.786, 0.191], [5.047, 0.891, 0.180], [5.696, 1.833, 0.965], [4.995, 2.696, 1.797], [3.608, 2.615, 1.834], [3.009, 1.678, 1.035], [1.633, 1.570, 1.022], [4.480, -1.986, 3.169], [5.122, -0.897, 1.937], [5.649, -2.581, 1.985], [2.801, -1.667, 1.367], [4.024, -4.451, 1.616], [2.405, -4.126, 0.967], [2.792, -3.718, 2.635], [5.115, -4.109, -0.181], [5.855, -4.030, -2.520], [5.201, -2.144, -3.955], [2.814, 0.450, -2.948], [5.788, 0.749, -3.529], [4.875, 1.594, -2.275], [4.561, 1.939, -3.977], [4.473, -0.595, -5.280], [3.065, 0.459, -5.334], [2.880, -1.236, -4.866], [5.622, 0.214, -0.438], [6.777, 1.883, 0.930], [5.513, 3.420, 2.409], [3.004, 3.256, 2.463], [2.197, 3.737, -1.378], [0.765, 4.125, -1.745], [0.551, 5.613, -1.489], [-0.637, 2.734, -0.828], [-2.477, 3.058, -1.922], [-2.822, 1.888, -2.826], [-2.508, 4.365, -2.708], [-1.259, 3.778, 0.987], [-0.102, 4.074, 1.940], [-2.078, 5.043, 0.736], [2.912, 4.303, -1.982], [2.413, 2.675, -1.527], [2.409, 3.963, -0.330], [0.608, 3.934, -2.810], [0.692, 5.863, -0.436], [-0.434, 5.959, -1.791], [1.291, 6.189, -2.055], [-3.209, 3.112, -1.111], [-2.165, 1.874, -3.692], [-3.846, 2.000, -3.198], [-2.761, 0.924, -2.322], [-1.712, 4.395, -3.456], [-2.415, 5.248, -2.075], [-3.456, 4.443, -3.248], [-1.925, 3.044, 1.451], [0.637, 4.734, 1.480], [0.415, 3.174, 2.266], [-0.478, 4.583, 2.833], [-1.476, 5.836, 0.292], [-2.456, 5.421, 1.691], [-2.940, 4.870, 0.094]], "lowdin_charge": [1.018, -0.100, -0.095, -0.080, -0.291, -0.050, -0.077, -0.043, -0.257, -0.049, -0.085, -0.090, -0.019, -0.249, -0.130, 0.073, -0.403, -0.022, -0.085, -0.085, -0.196, -0.012, 0.101, 0.106, 0.076, 0.107, 0.107, 0.103, 0.099, 0.097, 0.097, 0.113, 0.104, 0.101, 0.036, -0.532, -0.541, 0.869, -0.487, -0.476, 0.841, -0.523, -0.534, 0.875, 0.061, 0.070, 0.068, 0.079, 0.035, 0.081, 0.054, 0.063, 0.059, 0.076, 0.070, 0.057, -0.043, -0.358, -0.072, -0.129, -0.030, -0.063, -0.029, -0.133, -0.367, -0.045, -0.059, -0.193, -0.039, -0.242, -0.038, -0.080, -0.086, -0.019, -0.222, -0.062, 0.082, 0.058, 0.084, 0.108, 0.072, 0.048, 0.080, 0.108, 0.102, 0.107, 0.073, 0.087, 0.055, 0.080, 0.077, 0.078, 0.062, 0.125, 0.107, 0.101, 0.117, -0.144, -0.541, -0.134, 1.559, -0.559, -0.171, -0.134, -0.547, -0.142, -0.133, 0.090, 0.043, 0.067, 0.057, 0.061, 0.050, 0.083, 0.042, 0.044, 0.073, 0.009, 0.073, 0.049, 0.084, 0.048, 0.064, 0.042, 0.083, 0.060, 0.082, 0.056], "homo_energy_ev": -6.63, "e_tot_ev": -125266.0421, "homo_lumo_gap_ha": 0.2422, "relative_energy_kj_mol": 0.0}

***

(2)
{"formula": "C50H72Br4Cl5GeIrO2PSi3", "method": "ωB97M-V with the def2-TZVPD basis set", "elements": ["Ir", "C", "C", "C", "C", "C", "C", "C", "C", "C", "C", "C", "C", "C", "C", "C", "C", "C", "C", "C", "C", "C", "P", "C", "C", "C", "C", "C", "C", "C", "C", "H", "H", "H", "H", "H", "H", "H", "H", "H", "H", "H", "H", "H", "H", "H", "H", "H", "H", "H", "H", "H", "H", "H", "H", "H", "H", "H", "H", "H", "H", "H", "H", "H", "H", "H", "H", "H", "H", "H", "H", "H", "H", "H", "H", "H", "Br", "C", "C", "Br", "C", "Br", "C", "O", "C", "O", "C", "Br", "Cl", "C", "C", "C", "Cl", "C", "Cl", "C", "Cl", "C", "Cl", "C", "Si", "C", "C", "Ge", "Si", "C", "C", "C", "Si", "C", "C", "C", "H", "H", "H", "H", "H", "H", "H", "H", "H", "H", "H", "H", "H", "H", "H", "H", "H", "H", "H", "H", "H", "H", "H", "H", "H", "H", "H"], "positions_angstrom": [[-0.250, -1.110, -0.720], [-4.207, 0.269, 2.886], [-2.799, 0.858, 2.806], [-2.532, 1.683, 4.074], [-1.699, -0.174, 2.643], [-1.852, -1.481, 3.065], [-0.836, -2.430, 2.928], [-1.032, -3.762, 3.634], [-2.448, -4.344, 3.484], [-0.740, -3.556, 5.129], [0.374, -2.053, 2.330], [0.659, -0.659, 2.180], [-0.425, 0.225, 2.240], [2.053, -0.096, 2.579], [3.379, -0.633, 1.980], [2.094, 1.435, 2.569], [1.455, -3.054, 2.048], [2.215, -3.480, 3.138], [3.279, -4.356, 3.010], [3.610, -4.833, 1.753], [2.864, -4.428, 0.660], [1.778, -3.553, 0.771], [0.836, -3.226, -0.774], [-0.396, -4.678, -0.792], [0.241, -6.081, -0.786], [-1.186, -4.624, 0.516], [-1.341, -4.514, -1.992], [1.962, -3.490, -2.306], [2.195, -4.959, -2.703], [3.346, -2.818, -2.117], [1.220, -2.855, -3.515], [-4.951, 1.050, 2.714], [-4.396, -0.151, 3.879], [-4.369, -0.518, 2.149], [-2.747, 1.533, 1.946], [-2.548, 1.034, 4.955], [-3.298, 2.455, 4.204], [-1.558, 2.174, 4.036], [-2.788, -1.786, 3.525], [-0.309, -4.482, 3.261], [-3.113, -3.948, 4.256], [-2.423, -5.429, 3.602], [-2.891, -4.116, 2.515], [-1.437, -2.827, 5.554], [0.274, -3.187, 5.307], [-0.855, -4.500, 5.669], [-0.255, 1.283, 2.075], [2.062, -0.378, 3.638], [3.266, -1.518, 1.360], [3.868, 0.143, 1.387], [4.070, -0.894, 2.784], [1.894, 1.833, 1.570], [3.086, 1.766, 2.885], [1.378, 1.862, 3.273], [1.972, -3.080, 4.118], [3.850, -4.653, 3.883], [4.438, -5.517, 1.618], [3.146, -4.805, -0.309], [1.156, -6.125, -0.193], [0.444, -6.474, -1.776], [-0.473, -6.761, -0.314], [-0.555, -4.970, 1.335], [-2.035, -5.307, 0.431], [-1.575, -3.645, 0.753], [-0.833, -4.682, -2.946], [-1.802, -3.524, -2.007], [-2.148, -5.247, -1.911], [2.639, -5.584, -1.931], [2.888, -4.945, -3.547], [1.281, -5.429, -3.051], [3.687, -2.795, -1.085], [3.347, -1.800, -2.493], [4.092, -3.369, -2.694], [1.340, -3.490, -4.396], [1.631, -1.879, -3.763], [0.148, -2.730, -3.352], [-6.578, 1.884, -1.332], [-5.169, 0.683, -1.004], [-5.424, -0.668, -0.780], [-7.182, -1.333, -0.783], [-4.355, -1.515, -0.517], [-4.612, -3.331, -0.096], [-3.042, -1.039, -0.481], [-2.012, -1.849, -0.182], [-2.763, 0.307, -0.765], [-1.476, 0.702, -0.793], [-3.855, 1.143, -0.988], [-3.492, 2.975, -1.173], [-1.429, -0.741, -3.632], [0.143, -0.027, -3.437], [0.782, -0.210, -2.219], [2.051, 0.330, -2.092], [2.789, 0.189, -0.536], [2.716, 0.944, -3.148], [4.330, 1.490, -2.949], [2.071, 1.058, -4.379], [2.898, 1.734, -5.720], [0.761, 0.592, -4.515], [-0.048, 0.722, -6.023], [-2.266, 2.810, -4.209], [-0.833, 3.693, -3.405], [-1.343, 5.438, -2.960], [0.559, 3.773, -4.652], [-0.298, 2.957, -0.964], [2.353, 4.576, -0.721], [3.678, 3.433, -0.082], [2.562, 6.172, 0.221], [2.686, 4.859, -2.530], [-0.846, 4.864, 0.773], [0.131, 4.524, 2.327], [-0.498, 6.632, 0.249], [-2.650, 4.827, 1.249], [-2.208, 2.981, -5.289], [-3.219, 3.197, -3.855], [-2.258, 1.728, -4.043], [-1.776, 5.925, -3.846], [-0.479, 6.029, -2.643], [-2.093, 5.466, -2.163], [0.924, 4.798, -4.755], [0.169, 3.450, -5.622], [1.411, 3.136, -4.415], [3.716, 3.409, 1.011], [4.638, 3.819, -0.451], [3.572, 2.411, -0.444], [2.248, 6.101, 1.266], [2.037, 7.012, -0.241], [3.637, 6.395, 0.211], [2.777, 3.908, -3.062], [3.646, 5.387, -2.610], [1.923, 5.465, -3.020], [1.198, 4.360, 2.147], [-0.256, 3.656, 2.862], [0.025, 5.399, 2.981], [0.375, 7.016, 0.778], [-1.362, 7.242, 0.537], [-0.337, 6.777, -0.819], [-2.991, 3.836, 1.556], [-3.302, 5.177, 0.447], [-2.767, 5.511, 2.100]], "lowdin_charge": [1.273, -0.050, -0.363, -0.049, -0.173, 0.035, -0.140, -0.365, -0.062, -0.045, -0.117, -0.135, -0.021, -0.322, -0.138, -0.096, -0.192, -0.030, -0.041, -0.048, -0.103, -0.278, 1.093, -0.613, -0.072, -0.124, -0.082, -0.582, -0.095, -0.068, -0.095, 0.090, 0.087, 0.072, 0.114, 0.091, 0.087, 0.059, 0.124, 0.111, 0.082, 0.090, 0.045, 0.087, 0.065, 0.090, 0.092, 0.145, 0.035, 0.012, 0.095, 0.041, 0.092, 0.075, 0.115, 0.116, 0.115, 0.079, 0.075, 0.065, 0.096, 0.080, 0.094, 0.028, 0.074, 0.050, 0.095, 0.070, 0.096, 0.063, 0.058, 0.049, 0.095, 0.101, 0.062, 0.011, 0.767, -0.747, -0.762, 0.758, -0.633, 0.845, -0.393, -0.303, -0.422, -0.411, -0.575, 0.911, 0.804, -0.705, -0.440, -0.686, 0.856, -0.695, 0.758, -0.729, 0.758, -0.707, 0.765, -0.249, 0.379, -0.239, -0.242, 0.849, 0.555, -0.229, -0.214, -0.205, 0.354, -0.222, -0.212, -0.273, 0.038, -0.007, -0.019, 0.055, 0.008, 0.010, 0.040, 0.022, -0.052, 0.029, 0.054, -0.074, 0.025, 0.028, 0.055, -0.004, 0.060, 0.016, 0.006, 0.005, 0.055, 0.008, 0.050, 0.007, -0.003, -0.001, 0.051], "multiplicity": 5, "homo_energy_ev": [-9.85, -10.13], "e_tot_ev": -492166.2323, "total_charge": 1, "homo_lumo_gap_ha": [0.2820, 0.2094], "relative_energy_kj_mol": 0.0}